1.
{"formula": "C25H31NO4PReSi", "method": "wB97M-V/def2-TZVPD", "species": ["H", "C", "H", "C", "C", "C", "H", "H", "C", "H", "H", "H", "H", "O", "H", "H", "O", "H", "H", "C", "C", "C", "C", "H", "C", "C", "H", "H", "H", "C", "H", "C", "H", "C", "C", "N", "Re", "O", "P", "H", "H", "H", "H", "H", "Si", "H", "H", "C", "C", "H", "C", "C", "C", "C", "O", "C", "H", "H", "H", "C", "C", "H", "C", "H"], "coordinates": [[4.956178, 3.639368, 0.383157], [3.101553, 0.463753, -0.787468], [-4.815080, -1.858827, 0.324133], [2.469337, -1.076210, 2.550691], [-0.097553, 1.407919, -2.408573], [0.963888, -3.109231, 0.006087], [-2.440619, -1.998748, 2.143206], [0.000668, 3.548146, -2.742076], [-3.084055, 1.436512, 0.576143], [-3.819638, 2.982445, -0.707508], [-0.046703, 2.825731, -0.047303], [2.171243, 1.808169, 4.001031], [2.506196, 3.676527, 0.177781], [0.994638, 0.759642, 2.217378], [-4.987875, -0.389482, -0.652086], [-0.886830, 3.439674, -5.018382], [2.549574, 0.924168, 3.815778], [-4.731395, -0.892185, 2.325953], [-4.088854, 1.213143, 0.943495], [3.551219, -3.169183, 2.839321], [4.430421, 2.750522, 0.060170], [3.368282, -1.852165, 3.260950], [5.144139, 1.596720, -0.246069], [6.225128, 1.606607, -0.200007], [-0.765085, 2.527273, -4.449920], [-2.965276, -1.236673, -0.666149], [-3.975132, 0.502580, 3.109627], [2.944873, -4.715479, 1.474138], [5.046829, -0.444895, -0.900692], [-0.262787, 2.581276, -3.160287], [2.598152, -0.416811, -1.188800], [2.817764, -3.679759, 1.765321], [-0.308606, -0.748504, -2.461943], [-0.440665, 0.187394, -2.998463], [1.966572, 0.301383, 2.866263], [1.820665, -1.557827, 1.494834], [0.209893, -0.402629, 0.687005], [0.813254, -4.243282, -0.563287], [-2.242787, -0.172074, 0.609592], [-2.604657, 2.079699, 1.318238], [1.435083, -4.947121, -0.307595], [-4.835221, -1.958064, -1.426339], [-1.462582, 1.265288, -6.036592], [-1.735428, -0.588119, 2.935507], [0.541485, 1.639894, -0.703730], [-3.585840, 1.459362, -1.552566], [3.898533, -1.451422, 4.115823], [-3.164984, 2.116088, -0.790774], [-2.540911, -0.916165, 2.267079], [-2.493118, -2.218688, -0.584509], [-1.101614, 1.304722, -5.017749], [2.362620, 1.624105, -0.490836], [1.943851, -2.828388, 1.112960], [-0.949262, 0.133287, -4.288145], [0.215555, -2.169566, -0.367343], [4.481039, 0.444434, -0.654366], [-2.651840, -0.815528, -1.625228], [4.249925, -3.809743, 3.362690], [-3.946056, -1.070679, 3.888849], [-4.491754, -1.356758, -0.585878], [3.047968, 2.766846, -0.055485], [-1.220719, -0.816478, -4.730043], [-3.885056, -0.566087, 2.925945], [-2.198545, 2.464093, -1.142954]], "forces_ev_per_angstrom": [[0.0, 0.0, -0.1], [-0.1, 0.0, 0.0], [0.0, 0.0, 0.0], [-0.1, 0.1, 0.0], [-0.1, -0.1, -0.3], [0.1, 0.2, -0.1], [0.0, 0.0, 0.0], [0.0, 0.0, 0.0], [0.1, 0.0, -0.1], [0.0, 0.0, 0.0], [0.0, -0.1, 0.2], [0.0, 0.0, 0.0], [0.0, 0.0, 0.0], [0.1, 0.1, 0.4], [0.0, 0.0, 0.0], [0.0, 0.0, 0.0], [0.0, 0.1, 0.0], [0.0, 0.0, 0.0], [0.0, 0.0, 0.0], [0.0, 0.0, 0.0], [0.0, 0.0, 0.0], [0.1, 0.0, 0.0], [0.0, -0.1, 0.0], [0.0, 0.0, 0.1], [0.1, 0.0, -0.1], [0.0, 0.0, -0.1], [0.0, 0.0, 0.0], [0.0, 0.0, 0.0], [0.0, 0.0, -0.1], [0.0, 0.0, 0.1], [0.0, 0.1, -0.1], [0.1, 0.0, 0.0], [0.0, 0.0, 0.0], [0.0, -0.1, 0.1], [0.1, -0.1, -0.1], [-0.2, 0.0, 0.2], [0.1, -0.3, 0.3], [0.1, 0.0, -0.1], [0.1, 0.2, 0.1], [0.0, 0.0, 0.0], [0.0, 0.0, 0.0], [0.0, 0.0, 0.0], [-0.1, 0.0, 0.0], [0.0, 0.0, 0.0], [-0.3, 0.5, -0.9], [0.0, 0.0, 0.0], [0.0, 0.0, 0.0], [-0.1, 0.0, 0.0], [-0.1, 0.1, 0.0], [0.0, 0.0, 0.0], [0.0, 0.0, 0.0], [0.3, -0.3, 0.2], [0.0, 0.1, -0.2], [0.1, 0.0, 0.0], [0.0, -0.3, 0.0], [0.0, 0.0, 0.0], [0.0, 0.0, 0.0], [0.0, 0.0, 0.0], [0.0, 0.0, 0.0], [0.0, -0.1, 0.0], [0.0, -0.1, 0.2], [0.1, 0.0, 0.0], [0.0, -0.1, 0.0], [0.0, 0.0, 0.0]], "charge": 3, "multiplicity": 4}

2.
{"formula": "C25H32AlN2P2", "method": "wB97M-V/def2-TZVPD", "species": ["C", "P", "C", "C", "C", "H", "H", "H", "Al", "H", "C", "H", "C", "H", "H", "C", "H", "C", "H", "H", "C", "H", "C", "H", "H", "C", "N", "C", "C", "H", "H", "C", "P", "C", "H", "C", "C", "H", "C", "H", "C", "C", "H", "C", "N", "H", "H", "H", "C", "H", "H", "C", "H", "C", "H", "H", "H", "H", "H", "C", "H", "H"], "coordinates": [[-2.258527, 1.957509, -0.471815], [0.962668, 2.288123, 0.072751], [-4.169830, 2.798610, 0.735099], [-2.642302, -1.999602, -3.186795], [-3.529976, 1.733737, 0.105811], [-2.217093, -2.678053, -3.936301], [-5.453354, -1.542409, -1.317286], [1.243276, 4.055759, 1.619364], [-0.020968, 0.275416, -0.139271], [2.308386, -2.767601, 5.389841], [-3.688451, -0.346805, -1.144633], [-0.083880, 3.188271, -1.890364], [-3.526700, 4.035539, 0.915575], [2.642677, 1.982552, -1.629308], [2.010189, -0.789686, 3.901331], [-3.939344, -2.204963, -2.703299], [2.389908, 0.198286, 1.770808], [-1.599963, 3.212945, -0.323631], [4.460919, -2.671870, 0.869998], [0.193748, 4.402806, -0.598232], [2.621513, -1.636659, 3.582191], [0.003153, -0.506437, 1.300234], [-0.190451, 3.399829, -0.822685], [-0.144761, 0.168581, -3.426443], [-3.995167, 4.829987, 1.505307], [-4.082112, 0.313885, 0.153189], [3.079809, -0.501331, 1.532587], [2.393933, -1.035159, -2.222824], [2.589521, 2.492543, -0.655410], [0.557966, -3.517445, -2.185291], [-0.035460, 2.925350, 2.182627], [-0.388805, -0.840916, -3.073279], [0.707171, -1.210803, -1.670811], [3.993824, -2.706906, 1.864227], [4.724050, -4.682201, 2.335136], [0.385845, -2.934881, -1.267995], [2.756764, -2.762630, 4.393083], [-0.647350, -3.076901, -0.931504], [3.476896, -3.879563, 3.927355], [1.052178, -3.255252, -0.453961], [-2.404848, -0.103353, -1.686308], [-4.456026, -1.358320, -1.721249], [2.433526, -1.527552, -3.200874], [-1.848577, -0.964620, -2.678250], [-1.587987, 0.837052, -1.003195], [2.663198, 0.021593, -2.315322], [-0.106245, -1.585422, -3.825861], [3.383549, -0.502983, 0.567367], [0.968911, 2.995863, 1.735876], [2.727934, 3.575933, -0.788369], [-4.519701, -3.060964, -3.089301], [-2.252257, 4.232253, 0.378074], [-5.160270, 2.639911, 1.154751], [4.114728, -3.831997, 2.668263], [3.347105, 2.083832, 0.034430], [-3.869689, -0.240813, 1.082264], [1.705084, 2.470315, 2.366498], [-1.732979, 5.189622, 0.554792], [-5.205691, 0.312550, 0.296434], [3.232415, -1.598075, 2.314410], [3.561011, -4.773905, 4.553163], [3.066908, -1.522576, -1.502967]], "forces_ev_per_angstrom": [[-0.2, 0.0, 1.1], [-0.3, 1.1, 0.0], [0.3, 0.4, 0.2], [0.0, 0.0, 0.3], [0.2, 0.5, 0.6], [-0.2, 0.3, 0.3], [0.2, 0.0, -0.1], [0.0, -0.3, 0.3], [-1.8, -1.0, 1.7], [0.1, -0.1, -0.4], [0.4, -1.1, -0.5], [-0.1, 0.1, 0.0], [0.0, -0.3, -0.3], [0.0, 0.3, 0.4], [0.2, -0.2, 0.0], [0.0, -0.1, -0.4], [0.2, -0.4, 0.1], [-0.7, -0.6, 0.0], [-0.1, 0.0, 0.5], [-0.3, 0.0, -0.3], [0.2, -0.3, -0.2], [-0.1, 0.4, -0.5], [0.3, -0.1, 0.1], [0.0, -0.1, -0.1], [0.1, -0.3, -0.4], [-1.6, 0.9, -0.5], [-0.1, 1.8, -1.4], [0.4, -0.3, -0.3], [0.4, 0.3, 0.1], [0.0, -0.1, 0.4], [0.4, 0.0, -0.2], [-0.1, -0.1, -0.2], [-0.5, -0.2, -0.2], [-0.4, 0.5, 0.1], [-0.4, 0.4, 0.1], [0.3, -0.3, 0.1], [0.4, -0.4, -0.5], [0.2, 0.2, -0.2], [0.2, 0.3, -0.1], [-0.1, 0.0, -0.3], [0.2, -0.8, 1.0], [-0.1, -0.3, 0.1], [0.5, 0.1, 0.1], [-0.5, 0.3, 0.4], [0.9, 0.1, -0.8], [0.0, -0.3, -0.1], [-0.3, 0.2, -0.2], [0.0, -0.1, 0.4], [0.3, 0.0, 0.2], [0.3, -0.3, -0.1], [0.3, 0.7, 0.3], [0.0, 0.1, 0.3], [0.1, 0.0, 0.0], [-0.3, -0.1, 0.7], [-0.2, 0.2, -0.4], [1.1, 0.1, -0.4], [-0.3, 0.3, -0.1], [-0.3, -0.5, -0.2], [0.9, 0.4, -0.7], [0.1, -1.8, 0.9], [0.0, 0.4, -0.3], [-0.1, 0.1, -0.3]], "charge": 1}

3.
{"formula": "C25H32CoFO2", "method": "wB97M-V/def2-TZVPD", "species": ["H", "H", "H", "H", "F", "C", "O", "H", "H", "C", "C", "H", "C", "H", "H", "C", "H", "C", "C", "C", "H", "H", "H", "C", "H", "H", "H", "C", "H", "C", "H", "C", "H", "C", "H", "H", "Co", "C", "H", "H", "O", "C", "C", "C", "H", "H", "H", "C", "C", "C", "C", "H", "C", "H", "C", "C", "H", "H", "H", "C", "H"], "coordinates": [[-5.085351, -0.149233, -0.362336], [-1.634907, 3.971711, -0.956116], [-1.248679, 0.144844, -2.399079], [1.348480, 3.431845, 2.108233], [-4.276710, 0.501045, 5.063021], [3.571406, -0.996528, 0.067594], [0.845964, -3.138149, -0.442118], [3.246985, -1.496840, 0.978656], [-1.015686, -2.584063, -1.083282], [-3.930219, 1.647102, -0.982461], [-0.480538, 3.817765, 0.948326], [-1.004438, 4.555809, 1.569686], [4.115539, -0.667510, -2.812483], [-0.977377, -0.477603, 2.219172], [2.337120, -2.673985, -3.339603], [-2.648096, 1.779122, -1.644205], [3.927718, -3.428608, -2.940204], [-0.027815, -2.107993, -0.943027], [-1.779174, 0.192690, 2.472232], [-0.129981, -0.967097, 0.088677], [1.656467, -0.913180, 1.342535], [2.091307, 1.890215, 0.017895], [3.353237, -0.079065, -3.308658], [3.028814, -2.934888, -2.519851], [-4.661389, 2.446019, -0.840985], [-2.434684, 2.527458, -2.402617], [0.311622, -1.706219, -1.911737], [-2.062769, 0.424670, -1.708084], [-1.158346, -0.857788, 0.425029], [0.743791, 3.201546, 1.231297], [-4.792668, 2.453595, 3.353086], [-3.568771, 0.751719, 3.919645], [-2.975632, -1.567356, -1.181180], [-0.870857, 3.459322, -0.386085], [3.940983, 0.020766, 0.245118], [0.295580, 2.308016, -1.982470], [-1.243820, 1.462322, -0.165798], [0.796917, -2.963010, 1.003490], [1.602975, -3.519234, 1.530345], [4.690588, -1.196606, -3.570780], [2.525185, -0.964288, -0.968065], [-4.152740, 0.286290, -0.716484], [0.160621, 2.552162, -0.926206], [-3.121742, 2.111353, 1.981173], [-2.133574, -0.844805, 4.341665], [0.298114, -1.300560, 2.273641], [0.286459, -0.010327, -0.316516], [-3.050712, -0.480645, -1.147045], [1.149343, 2.426141, 0.119511], [-2.100669, 1.237320, 1.617425], [-3.926410, 1.831081, 3.103400], [2.531117, -3.603087, -1.797938], [-2.466853, -0.055600, 3.663096], [-3.343891, 2.995979, 1.375587], [4.523016, -1.874936, -0.692376], [0.718367, -1.452790, 1.287583], [4.800786, -0.009514, -2.264189], [5.512650, -1.459883, -0.857282], [-0.165807, -3.407814, 1.355442], [3.487685, -1.645080, -1.840515], [4.571471, -2.893627, -0.292783]], "forces_ev_per_angstrom": [[0.4, 0.2, 0.3], [0.2, -0.1, 0.2], [-0.6, 0.1, 0.5], [-0.3, -0.5, -0.1], [0.0, 0.2, -0.5], [-0.3, 0.5, 0.6], [-0.2, 1.0, 1.3], [-0.1, 0.4, 0.0], [0.2, 0.2, -0.1], [0.0, -0.8, -0.7], [0.0, 0.3, -1.0], [0.2, -0.7, -0.2], [-0.1, 0.2, 0.0], [-0.4, 0.4, 0.3], [0.2, -0.3, 0.2], [-0.3, -2.1, -1.0], [-0.5, 0.3, 0.1], [-0.4, -0.2, -0.3], [-0.5, -0.1, 0.6], [0.7, -0.2, 0.6], [0.0, -0.3, -0.2], [-0.3, 0.0, 0.1], [-0.2, 0.2, -0.2], [-0.3, 0.4, 0.1], [0.4, -0.3, 0.1], [0.2, 0.1, 0.5], [0.1, -0.6, 0.4], [-1.3, 0.8, -1.0], [0.0, 0.0, -0.3], [0.4, 0.1, -0.2], [0.4, -0.3, 0.0], [0.2, 0.1, 0.2], [0.0, 0.4, 0.3], [1.3, 0.9, 0.0], [-0.2, -0.2, 0.3], [0.0, 0.0, 0.4], [-1.0, -1.4, 1.8], [-0.4, -0.4, -0.1], [-0.2, 0.4, -0.7], [0.1, 0.0, 0.0], [1.8, -0.5, 0.3], [-0.1, -0.3, -0.4], [1.0, 2.2, 0.2], [-0.7, -0.4, 0.7], [-0.4, 0.3, -0.1], [-0.2, -0.2, 0.0], [-0.2, -0.8, 0.3], [-0.2, 1.0, -0.4], [-0.5, 0.5, -0.2], [0.3, 0.3, -0.1], [0.3, 0.0, 0.0], [0.2, 0.3, -0.4], [-0.2, 0.4, -0.3], [0.0, -0.3, 0.2], [-0.7, -0.2, -0.4], [0.3, -0.5, -0.5], [-0.3, 0.1, -0.3], [0.0, -0.2, -0.1], [0.5, 0.2, -0.1], [1.4, -0.9, -0.5], [0.0, 0.2, -0.2]], "multiplicity": 5}

4.
{"formula": "C25H32N2", "method": "wB97M-V/def2-TZVPD", "species": ["C", "H", "C", "H", "H", "H", "H", "C", "H", "C", "C", "C", "C", "H", "H", "C", "H", "C", "H", "H", "H", "H", "H", "H", "C", "C", "H", "C", "H", "C", "C", "H", "H", "H", "H", "H", "H", "C", "H", "C", "H", "C", "H", "C", "C", "C", "H", "H", "H", "N", "C", "H", "C", "H", "C", "C", "C", "H", "N"], "coordinates": [[-1.303678, 2.773751, 0.719484], [-5.886821, 3.263925, 1.362940], [0.950068, -2.834327, 2.125108], [3.564650, -2.210664, -1.821078], [4.034806, 0.393735, 1.280509], [0.181188, -0.240176, -5.373853], [1.940203, -1.843522, -2.529070], [1.423982, -0.501551, 2.803142], [-0.298284, 4.390568, 1.754975], [-0.070986, 3.390828, 1.341810], [-2.600617, 1.009361, -0.258673], [1.420951, -1.578448, 1.736859], [0.106519, 1.755024, -2.828192], [-2.382162, -1.222409, -0.113688], [2.332235, 0.120326, 2.752105], [-1.318080, 1.575789, -0.044329], [1.837729, 2.060390, -0.433073], [1.940305, -2.508501, -0.436717], [-0.632181, -1.421918, -3.018787], [0.182287, 2.670478, -2.223935], [1.156945, 1.176068, 1.058482], [2.466160, -0.195510, -1.287147], [0.714070, 3.497923, 0.577913], [-2.022216, -0.449184, -1.692760], [1.451902, -3.730552, -0.017284], [-0.286627, -0.406848, -3.155269], [-4.752971, 1.184092, -0.204351], [0.523692, -5.283245, 1.727024], [0.570006, -2.993772, 3.133766], [-3.779496, 2.917097, 0.731588], [2.378541, -0.038728, -0.195034], [1.452249, -4.553348, -0.731288], [2.461403, -3.518946, -2.224916], [-2.484874, 4.411252, 1.501742], [-0.309274, -0.307928, -0.314689], [1.419072, -0.987725, 3.789723], [-5.297267, 4.229817, -0.012601], [3.852466, 0.307118, 0.192310], [0.287240, 2.797725, 2.206944], [1.368770, 1.110181, -0.038444], [-0.462747, -5.196604, 2.183802], [-2.508646, 3.423948, 1.034904], [4.134496, 1.266129, -0.282879], [-0.078747, 0.766761, -0.569304], [1.906761, -1.387803, 0.414223], [-5.004620, 3.765636, 0.942906], [-3.683715, -0.580830, -1.154658], [4.542300, -0.451778, -0.231242], [0.536958, 0.157147, 2.762997], [0.350141, 1.508302, -4.129407], [-2.663556, -0.394100, -0.799720], [-4.766509, 4.594674, 1.609276], [-3.790457, 1.683278, 0.081679], [1.185715, -5.727049, 2.482342], [0.083467, 0.169302, -4.364084], [0.992269, -3.942238, 1.274797], [2.498528, -2.494000, -1.828803], [0.444488, -5.994206, 0.901601], [-0.308031, 0.625286, -2.169674]], "forces_ev_per_angstrom": [[-0.2, -0.1, 0.1], [0.4, -0.2, -0.2], [0.3, -0.4, -0.2], [-0.4, 0.1, -0.1], [-0.2, -0.1, -0.5], [-0.1, 0.0, 0.7], [0.4, -0.2, 0.3], [0.1, 0.2, 0.2], [0.0, -0.4, -0.3], [0.3, 0.4, -0.2], [0.3, -0.1, 0.4], [0.1, 0.1, -0.4], [-0.1, -1.6, -1.7], [-0.1, 0.7, -0.1], [-0.4, -0.1, 0.0], [0.0, 0.3, 0.6], [-0.8, -1.0, 0.4], [-0.2, 0.3, 0.0], [0.1, 0.2, 0.5], [0.1, -0.3, -0.9], [0.4, 0.6, -1.0], [-0.2, -0.1, 0.4], [-0.1, 0.0, 0.6], [-0.6, -0.3, 0.6], [0.0, -0.6, 0.5], [0.3, 0.4, -0.2], [0.9, 0.5, 0.4], [-0.2, -0.4, 0.3], [0.1, 0.2, -0.1], [0.8, -0.2, -0.7], [0.4, -0.7, -0.6], [0.1, 0.0, 0.2], [0.0, 0.4, 0.0], [0.3, -0.3, 0.1], [0.6, 1.1, 0.3], [0.0, 0.2, -0.3], [0.0, -0.2, 0.2], [-0.2, 0.3, -0.1], [0.0, 0.2, -0.6], [-0.7, -0.2, 0.5], [0.0, -0.1, 0.0], [-0.5, -0.2, -0.1], [-0.1, -0.3, 0.3], [-1.6, -1.9, -1.0], [0.0, 0.1, -0.2], [-0.1, 0.3, -0.1], [0.1, -0.2, 0.2], [-0.5, 0.3, 0.4], [0.3, -0.2, 0.0], [-0.3, 1.1, 1.1], [-0.5, -0.2, -1.0], [0.0, 0.0, 0.1], [-0.3, -0.8, -0.3], [-0.1, 0.2, -0.2], [-0.1, 1.0, 2.1], [-0.1, 0.7, -0.2], [0.3, 0.0, -0.6], [0.1, 0.1, 0.0], [2.0, 1.2, 0.2]], "smiles": "Cc1cc(C)c([C@H](C)C[C@@H](c2c(C)cc(C)cc2C)n2ccnc2)c(C)c1"}

Number 1: energy -55378.381 eV, molar mass 654.79 g/mol. Number 2: energy -54596.023 eV, molar mass 449.47 g/mol. Number 3: energy -70875.721 eV, molar mass 442.46 g/mol. Number 4: energy -29423.668 eV, molar mass 360.55 g/mol.